Below is 8 unconnected molecules or ions with the total composition C61H65FN7O19PSi at a distorted geometry, with properties calculated with ωB97M-V with the def2-TZVPD basis set.

The geometry in XYZ format:
```
155
Properties=species:S:1:pos:R:3:forces:R:3
C 1.535 -5.727 -0.608 0.459 -0.041 -0.052
C 1.986 -4.986 -1.870 -0.336 0.056 -0.056
P 3.799 -4.657 -1.806 0.828 -0.475 1.003
C 4.534 -5.368 -3.338 -0.911 0.171 -0.667
C 4.497 -6.897 -3.215 0.108 0.219 0.151
C 4.002 -2.839 -1.830 -0.212 0.195 -0.543
C 4.121 -1.989 -2.863 0.060 -0.399 0.140
C 4.054 -2.362 -4.312 -0.169 0.406 0.124
C 5.390 -2.702 -4.947 -0.301 -0.188 -0.129
O 5.462 -3.261 -5.998 0.093 0.024 -0.278
O 6.503 -2.290 -4.309 0.279 -0.179 0.274
C 4.298 -0.542 -2.554 -0.188 0.249 0.133
O 3.947 0.314 -3.340 0.182 -0.012 -0.130
C 4.897 -0.171 -1.243 0.175 -0.253 0.189
C 5.608 1.158 -1.223 -0.435 0.312 -0.259
C 4.854 2.274 -0.508 0.511 0.212 -0.347
F 6.888 1.010 -0.679 -0.041 -0.005 0.050
C 4.763 -1.000 -0.196 0.392 0.186 -0.113
C 5.345 -0.685 1.165 -0.495 0.139 0.251
C 5.057 -1.673 2.292 -0.208 0.067 -0.292
O 5.844 -1.334 3.423 0.029 -0.478 -0.066
Si 6.835 -2.565 3.981 0.234 0.253 0.030
C 5.873 -4.090 4.457 0.210 -0.159 0.058
C 8.049 -3.006 2.604 -0.512 0.086 0.106
C 7.722 -1.823 5.449 -0.468 0.152 -0.371
C 3.976 -2.245 -0.451 -0.146 -0.019 -0.185
O 3.269 -2.753 0.388 0.118 -0.126 0.215
H 2.200 -6.575 -0.432 -0.138 -0.117 -0.032
H 1.640 -5.088 0.267 -0.143 0.045 0.011
H 0.510 -6.075 -0.699 -0.045 0.043 0.062
H 1.759 -5.595 -2.750 0.120 0.059 -0.081
H 1.425 -4.056 -1.979 0.040 0.029 -0.054
H 3.950 -5.095 -4.222 0.182 -0.033 -0.059
H 5.544 -4.998 -3.510 0.085 0.001 0.273
H 4.806 -7.203 -2.214 0.081 -0.132 -0.073
H 5.152 -7.352 -3.956 0.006 -0.057 0.018
H 3.487 -7.269 -3.386 -0.012 -0.032 0.045
H 3.355 -3.170 -4.503 0.054 -0.030 0.007
H 3.694 -1.488 -4.863 0.001 -0.032 -0.005
H 6.348 -2.230 -3.355 -0.066 0.211 -0.089
H 5.750 1.465 -2.259 0.062 -0.092 -0.004
H 5.239 3.225 -0.881 -0.026 -0.037 0.096
H 5.043 2.258 0.559 -0.244 -0.158 0.098
H 3.791 2.247 -0.745 -0.025 -0.145 0.070
H 6.422 -0.535 1.079 0.011 -0.113 -0.092
H 4.949 0.287 1.473 0.123 0.012 0.057
H 5.238 -2.696 1.941 0.147 -0.025 0.105
H 3.999 -1.644 2.556 0.017 0.011 0.103
H 5.113 -3.916 5.219 -0.050 0.075 -0.055
H 6.597 -4.796 4.883 -0.025 -0.004 0.019
H 5.425 -4.600 3.603 -0.100 0.088 -0.010
H 9.052 -3.156 2.999 0.068 -0.031 -0.106
H 8.053 -2.185 1.884 0.234 0.025 0.010
H 7.727 -3.900 2.066 0.121 -0.068 0.030
H 7.983 -0.798 5.176 0.201 -0.030 0.059
H 7.032 -1.753 6.291 0.135 -0.096 0.124
H 8.616 -2.381 5.719 0.013 0.019 0.122
C 10.817 5.478 1.481 -0.017 -0.009 0.008
C 10.247 5.721 2.724 0.021 -0.017 -0.073
C 9.100 5.045 3.107 0.021 0.084 0.110
C 8.547 4.132 2.229 0.103 0.031 -0.008
C 9.095 3.875 0.985 0.029 -0.057 -0.145
C 10.242 4.559 0.613 0.015 0.054 0.061
N 7.337 3.396 2.631 -0.017 -0.047 -0.067
O 6.854 3.641 3.717 -0.007 0.013 -0.047
O 6.894 2.587 1.837 -0.009 0.054 0.200
H 11.716 6.006 1.188 -0.004 0.004 -0.001
H 10.697 6.438 3.397 -0.006 0.000 0.006
H 8.646 5.224 4.070 -0.055 -0.068 -0.015
H 8.638 3.152 0.324 -0.055 -0.025 0.066
H 10.687 4.371 -0.354 -0.005 -0.009 -0.002
C 0.326 0.382 0.660 -0.016 -0.086 -0.050
C -0.886 0.537 -0.003 0.021 -0.101 0.043
C -1.530 -0.570 -0.534 -0.110 0.010 -0.050
C -0.938 -1.814 -0.391 0.018 0.082 0.046
C 0.273 -1.987 0.254 0.080 -0.090 0.024
C 0.904 -0.875 0.781 -0.017 0.174 0.022
N -1.614 -3.000 -0.945 0.187 0.016 0.029
O -2.672 -2.838 -1.522 0.082 -0.045 -0.005
O -1.069 -4.079 -0.796 -0.172 0.107 -0.080
H 0.825 1.243 1.081 -0.028 0.022 0.019
H -1.330 1.516 -0.106 -0.020 0.006 -0.036
H -2.469 -0.461 -1.056 -0.004 -0.074 -0.025
H 0.718 -2.966 0.345 -0.047 -0.043 -0.009
H 1.851 -0.991 1.289 -0.012 -0.043 0.038
C -5.825 -2.949 -2.302 -0.042 -0.028 -0.082
C -5.651 -2.897 -0.927 -0.037 0.009 0.048
C -6.655 -2.388 -0.120 0.096 -0.033 0.056
C -7.830 -1.957 -0.711 0.035 -0.073 -0.049
C -8.032 -2.019 -2.078 -0.045 0.065 -0.130
C -7.011 -2.508 -2.876 0.056 -0.067 0.057
N -8.888 -1.403 0.148 0.191 0.118 -0.051
O -8.643 -1.315 1.335 -0.212 0.028 0.097
O -9.925 -1.041 -0.375 0.029 -0.039 0.047
H -5.028 -3.326 -2.928 0.027 0.017 0.032
H -4.722 -3.231 -0.487 -0.063 0.008 -0.032
H -6.523 -2.320 0.949 -0.076 0.023 0.003
H -8.959 -1.671 -2.513 -0.038 -0.003 0.081
H -7.138 -2.540 -3.950 -0.018 -0.016 0.000
C 4.201 5.756 -0.673 -0.063 0.038 0.006
C 3.727 5.282 0.543 -0.009 0.065 -0.062
C 2.487 4.667 0.613 0.054 0.014 0.141
C 1.744 4.539 -0.547 0.101 0.027 -0.006
C 2.195 5.006 -1.767 0.016 0.013 -0.143
C 3.436 5.620 -1.824 0.045 0.008 0.079
N 0.436 3.866 -0.481 0.005 -0.092 -0.024
O 0.065 3.467 0.608 -0.036 0.177 -0.019
O -0.187 3.730 -1.513 0.006 0.064 0.077
H 5.172 6.231 -0.724 0.003 0.006 0.001
H 4.324 5.387 1.439 -0.006 -0.016 0.015
H 2.106 4.294 1.552 -0.059 -0.031 -0.040
H 1.592 4.890 -2.655 -0.056 -0.050 0.045
H 3.807 5.990 -2.770 -0.008 -0.004 -0.009
C -7.945 3.753 -2.205 0.108 0.064 -0.009
C -6.670 4.291 -2.070 -0.046 -0.112 0.005
C -5.563 3.458 -2.014 0.059 0.130 0.029
C -5.761 2.092 -2.099 -0.044 0.057 -0.039
C -7.019 1.535 -2.236 -0.126 -0.110 0.001
C -8.116 2.378 -2.287 -0.027 0.066 0.006
N -4.602 1.191 -2.036 0.057 -0.134 0.177
O -3.501 1.678 -1.869 0.010 0.212 -0.042
O -4.806 -0.004 -2.127 -0.054 0.010 -0.060
H -8.808 4.400 -2.251 -0.008 0.012 -0.007
H -6.538 5.362 -2.005 0.010 0.001 -0.007
H -4.567 3.862 -1.903 0.034 -0.083 -0.014
H -7.138 0.464 -2.296 0.090 -0.017 -0.005
H -9.109 1.960 -2.391 0.004 -0.005 0.000
C -5.995 0.846 3.868 0.024 -0.003 -0.006
C -4.704 1.348 3.767 -0.069 -0.046 -0.003
C -3.616 0.493 3.836 0.066 0.132 -0.026
C -3.848 -0.860 4.005 -0.065 0.049 -0.026
C -5.124 -1.381 4.115 -0.116 -0.081 -0.001
C -6.204 -0.515 4.046 0.010 0.047 -0.042
N -2.695 -1.778 4.061 0.051 -0.024 0.001
O -1.584 -1.293 3.984 -0.037 -0.029 -0.002
O -2.927 -2.965 4.178 0.018 0.043 -0.010
H -6.842 1.516 3.803 -0.002 -0.002 0.006
H -4.543 2.409 3.628 0.013 0.001 -0.001
H -2.607 0.869 3.755 0.034 -0.082 -0.010
H -5.272 -2.442 4.246 0.087 -0.011 0.001
H -7.210 -0.905 4.119 0.001 -0.009 -0.014
C -14.363 1.484 0.442 0.011 0.010 -0.014
C -14.508 1.156 -0.900 0.018 0.030 0.068
C -13.721 1.776 -1.856 -0.082 -0.090 -0.078
C -12.796 2.718 -1.442 -0.051 -0.036 0.062
C -12.638 3.062 -0.113 0.048 0.053 0.124
C -13.432 2.436 0.834 -0.047 -0.048 -0.039
N -11.941 3.363 -2.451 0.071 -0.018 -0.036
O -12.100 3.052 -3.614 0.006 0.029 0.046
O -11.110 4.163 -2.060 -0.119 -0.016 -0.010
H -14.976 0.992 1.186 -0.001 0.002 -0.001
H -15.233 0.413 -1.203 0.002 0.000 -0.009
H -13.822 1.530 -2.902 0.067 0.051 -0.015
H -11.907 3.801 0.178 0.026 0.001 -0.081
H -13.321 2.690 1.879 0.010 0.003 -0.001
```
Positions in Å, forces in eV/Å.

SMILES string ... CCP(CC)C1=C(CC(=O)O)C(=O)C([C@@H](C)F)=C(CCO[Si](C)(C)C)C1=O.O=[N+]([O-])c1ccccc1.O=[N+]([O-])c1ccccc1.O=[N+]([O-])c1ccccc1.O=[N+]([O-])c1ccccc1.O=[N+]([O-])c1ccccc1.O=[N+]([O-])c1ccccc1.O=[N+]([O-])c1ccccc1
Maximum force ... 1.38 eV/Å
Spin multiplicity ... 1
HOMO-LUMO gap ... 6.97 eV
Charge ... 0

Atom charges from the Löwdin analysis, given in e for atoms 1 to 5: number 1, C, carries -0.17; number 2, C, carries -0.39; number 3, P, carries 1.05; number 4, C, carries -0.42; number 5, C, carries -0.16

---

Below is 2 unconnected molecules or ions with the total composition C31H36N5O3 at a distorted geometry, with properties calculated with ωB97M-V with the def2-TZVPD basis set.

The geometry in XYZ format:
```
75
Properties=species:S:1:pos:R:3:forces:R:3
C 1.840 -2.198 -5.764 -0.173 -0.492 -0.408
N 1.714 -1.547 -4.473 0.393 0.695 0.167
C 2.396 -0.390 -4.241 0.521 0.394 -0.785
O 3.098 0.215 -5.048 -0.932 -0.835 1.278
C 2.119 0.022 -2.798 0.546 0.069 0.146
C 1.550 1.426 -2.695 -0.341 0.470 -0.091
C 2.501 2.509 -3.156 0.136 0.028 0.185
C 2.059 3.415 -4.119 0.321 -0.071 0.005
C 2.947 4.339 -4.668 0.211 -0.119 0.083
C 4.280 4.365 -4.236 -0.358 0.098 0.171
C 4.678 3.559 -3.164 -0.145 -0.278 -0.037
C 3.798 2.609 -2.633 -0.279 0.314 -0.339
N 1.170 -0.989 -2.318 -0.982 0.000 1.573
C 0.704 -0.942 -1.032 0.887 -0.289 -1.429
C -0.203 -1.790 -0.418 -1.043 -0.042 0.270
C -0.345 -1.971 1.006 1.666 -0.439 -0.863
C -1.299 -3.045 1.418 -1.991 -1.073 0.354
C -1.926 -3.928 0.482 0.034 -0.575 0.245
C -2.840 -4.960 0.869 1.993 2.078 1.147
N -3.032 -6.059 -0.014 -1.101 -3.125 -2.420
O -3.666 -7.049 0.430 1.316 2.260 -0.858
O -2.546 -6.036 -1.172 -0.888 0.374 2.468
C -3.277 -5.068 2.189 0.342 0.342 -0.291
C -2.684 -4.208 3.119 0.222 0.439 -0.227
C -1.709 -3.250 2.768 -0.121 0.000 -0.497
C 0.872 -2.020 -3.358 0.095 -0.253 -0.836
C -0.589 -2.029 -3.823 -0.295 0.281 -0.004
C 1.332 -3.406 -2.918 0.175 -0.066 0.260
H 2.509 -1.611 -6.416 -0.321 -0.088 0.566
H 2.265 -3.205 -5.666 -0.087 0.200 0.067
H 0.869 -2.286 -6.267 0.161 0.058 0.129
H 3.062 -0.064 -2.226 -0.306 0.070 -0.245
H 0.650 1.476 -3.333 0.170 -0.058 0.336
H 1.234 1.602 -1.655 0.050 0.023 -0.247
H 1.020 3.357 -4.454 0.363 0.085 -0.022
H 2.594 5.025 -5.441 0.214 -0.220 0.179
H 4.998 5.033 -4.720 -0.279 -0.142 0.286
H 5.679 3.653 -2.744 -0.197 -0.071 -0.234
H 4.105 1.934 -1.826 0.037 0.327 -0.309
H 1.111 -0.116 -0.438 0.220 -0.397 -0.202
H -0.911 -2.334 -1.074 0.675 0.481 0.675
H 0.621 -1.910 1.587 -1.370 0.022 -0.506
H -1.660 -3.952 -0.577 0.001 -0.004 0.495
H -4.032 -5.817 2.441 0.477 0.259 0.098
H -2.986 -4.297 4.155 0.069 0.106 -0.019
H -1.295 -2.590 3.539 -0.204 -0.426 -0.217
H -0.854 -1.069 -4.285 0.127 -0.156 0.164
H -0.760 -2.813 -4.574 0.202 0.189 0.290
H -1.290 -2.206 -3.004 0.106 -0.061 -0.100
H 2.426 -3.424 -2.825 -0.259 0.008 0.012
H 0.901 -3.642 -1.941 0.017 -0.167 -0.169
H 1.029 -4.173 -3.644 0.042 0.281 0.251
C -2.565 4.901 5.821 -0.578 -0.308 -0.080
C -1.297 4.556 6.595 0.573 0.034 -0.183
C -0.812 3.205 6.036 0.342 -0.570 0.779
N -1.567 2.958 4.820 0.184 -0.983 -0.698
C -1.344 1.900 3.969 -0.118 0.972 0.902
C -0.414 0.880 4.273 0.251 -0.641 -0.641
C -0.165 -0.127 3.329 -0.137 0.330 0.658
N -0.819 -0.281 2.150 -0.318 1.321 0.655
C -1.722 0.706 1.887 -0.025 0.216 0.306
C -2.011 1.782 2.728 0.155 -0.546 -0.414
C -2.573 3.971 4.590 -0.558 0.724 -0.776
H -3.463 4.712 6.422 0.247 -0.001 -0.078
H -2.614 5.949 5.517 0.096 -0.167 0.061
H -0.520 5.309 6.434 -0.146 -0.066 -0.025
H -1.456 4.500 7.673 -0.048 -0.018 -0.134
H 0.267 3.216 5.830 -0.207 -0.012 0.005
H -0.994 2.403 6.776 0.067 0.192 -0.295
H 0.108 0.863 5.236 -0.096 0.017 -0.578
H 0.630 -0.836 3.589 -0.405 -0.035 -0.318
H -2.245 0.677 0.935 0.107 -0.325 0.017
H -2.741 2.536 2.425 0.293 -0.407 -0.021
H -3.566 3.517 4.443 0.271 0.080 0.010
H -2.341 4.556 3.676 -0.068 -0.312 0.302
```
Positions in Å, forces in eV/Å.

Maximum force ... 4.10 eV/Å
Spin multiplicity ... 1
HOMO-LUMO gap ... 7.02 eV
Charge ... +1

Atom charges from the Löwdin analysis, given in e for atoms 1 to 5: number 1, C, carries 0.00; number 2, N, carries -0.03; number 3, C, carries -0.38; number 4, O, carries 0.10; number 5, C, carries -0.17

---

Below is a single C21H21N5OS molecule at a distorted geometry, with properties calculated with ωB97M-V with the def2-TZVPD basis set.

The geometry in XYZ format:
```
49
Properties=species:S:1:pos:R:3:forces:R:3
O -3.037 -1.208 2.939 0.236 0.139 2.120
N 0.317 0.935 1.569 -0.118 0.043 -0.913
S -5.207 -2.396 -1.336 2.122 0.857 0.089
C -2.915 -1.104 1.735 0.481 0.742 1.202
C -0.810 0.308 1.925 1.262 0.877 1.431
C -4.382 -1.787 -2.778 1.252 1.272 0.295
C -3.241 -1.054 -2.453 -0.621 -0.670 -0.183
C -2.902 -1.030 -1.022 0.025 0.443 -1.055
C -1.880 -0.305 1.100 0.076 -0.372 0.225
C -3.861 -1.723 -0.353 -1.126 -0.504 0.712
C -1.845 -0.284 -0.260 -0.191 -0.674 -1.473
C 2.406 2.658 4.185 0.631 0.057 -0.330
C 1.651 2.291 5.304 -0.623 -0.256 -0.180
C 2.067 2.200 2.918 0.533 0.532 -0.199
C 0.499 1.521 5.128 0.060 -0.657 0.085
C 0.941 1.416 2.729 -0.995 -0.435 -0.597
C 0.171 1.072 3.824 -0.303 0.074 0.604
N -3.825 -1.797 1.027 -1.260 -0.619 -2.408
N -0.883 0.346 3.289 -1.304 -0.221 1.576
N 2.388 -1.158 -1.626 1.014 -0.697 1.284
N -0.839 0.391 -0.914 -0.838 -0.444 -0.045
C 2.879 0.192 -1.306 -0.814 0.266 -0.563
C 2.429 -1.447 -3.064 -0.739 0.949 0.544
C 1.069 -1.339 -1.002 0.108 1.228 -1.082
C 1.963 1.253 -2.017 0.562 0.245 0.055
C 1.481 -0.403 -3.768 -0.100 -0.648 -0.285
C 0.040 -0.420 -1.774 -0.195 0.456 -0.289
C 0.796 0.529 -2.714 0.897 -0.706 -0.908
H -4.801 -1.909 -3.798 0.299 0.013 1.081
H -2.621 -0.539 -3.196 -0.411 -0.310 0.232
H 3.299 3.296 4.322 -0.637 -0.490 -0.188
H 1.974 2.616 6.299 -0.323 -0.162 -0.392
H 2.641 2.473 2.050 0.273 0.165 -0.133
H -0.072 1.193 5.998 0.024 0.177 -0.283
H -4.579 -2.236 1.557 0.563 0.221 -0.127
H -1.683 -0.012 3.822 0.438 -0.003 -0.579
H -0.354 1.005 -0.247 0.359 -0.493 -0.418
H 3.922 0.318 -1.601 -0.059 -0.227 -0.256
H 2.861 0.409 -0.238 -0.176 -0.583 0.135
H 3.465 -1.407 -3.443 -0.387 0.127 0.306
H 2.059 -2.469 -3.238 0.132 0.292 0.180
H 1.144 -1.087 0.056 -0.028 0.271 -0.104
H 0.729 -2.353 -1.049 0.033 -0.786 -0.226
H 2.608 1.703 -2.800 -0.711 0.294 0.416
H 1.623 2.017 -1.286 0.199 -0.295 -0.559
H 0.753 -1.019 -4.312 -0.218 0.472 -0.033
H 2.026 0.173 -4.513 0.019 0.195 -0.015
H -0.565 -1.074 -2.445 0.054 0.496 0.705
H 0.100 1.244 -3.224 0.525 -0.653 0.546
```
Positions in Å, forces in eV/Å.

SMILES string ... O=c1[nH]c2sccc2c(N[C@@H]2CN3CCC2CC3)c1-c1nc2ccccc2[nH]1
Maximum force ... 2.79 eV/Å
Spin multiplicity ... 1
HOMO-LUMO gap ... 8.05 eV
Charge ... 0

Atom charges from the natural (NBO) analysis, given in e for atoms 1 to 5: number 1, O, carries -0.67; number 2, N, carries -0.55; number 3, S, carries 0.37; number 4, C, carries 0.66; number 5, C, carries 0.39

---

Below is a single C4H3NS molecule at a distorted geometry, with properties calculated with ωB97M-V with the def2-TZVPD basis set.

The geometry in XYZ format:
```
9
Properties=species:S:1:pos:R:3:forces:R:3
C 0.201 -0.096 -0.215 1.390 2.153 -1.984
C 0.719 1.163 -0.658 -1.349 -0.351 3.164
C -0.119 -1.253 -0.998 -1.485 -0.640 0.784
C 1.161 1.682 -1.780 1.072 0.939 -1.756
N 0.350 -1.790 -2.006 0.879 0.083 -0.919
S 1.801 2.397 -3.011 -0.538 -0.614 0.787
H -0.149 0.116 0.737 -1.068 -1.030 1.744
H 0.554 1.891 0.240 0.776 -0.702 -2.051
H -1.054 -1.782 -0.677 0.324 0.162 0.229
```
Positions in Å, forces in eV/Å.

Maximum force ... 3.46 eV/Å
Spin multiplicity ... 1
HOMO-LUMO gap (spin up / spin down) ... 8.14 / 6.67 eV
Charge ... 0

Atom charges from the natural (NBO) analysis, given in e for atoms 1 to 5: number 1, C, carries -0.21; number 2, C, carries -0.40; number 3, C, carries -0.10; number 4, C, carries -0.04; number 5, N, carries -0.18